Computed, not measured: a 5-piece molecular cluster, C32H80IN2O17P5S2Si overall, with the ωB97M-V functional and the def2-TZVPD basis.

Geometry as XYZ:
```
140
Properties=species:S:1:pos:R:3:forces:R:3
C 2.588042 -2.460919 7.681529 0.0 0.0 -0.2
C 2.868147 -2.836411 6.232193 -0.1 -0.5 0.2
N 2.108094 -2.039563 5.256806 0.6 0.0 0.4
C 2.181210 -2.594704 3.875774 -0.8 0.2 -0.6
C 0.817616 -3.049924 3.339573 0.1 0.1 0.6
C 2.378666 -0.665618 5.268875 -0.3 0.0 0.2
S 3.751354 0.037915 5.753436 0.0 0.0 0.2
S 1.004324 0.337377 4.672956 0.0 0.1 -0.6
C 0.193205 0.818071 6.219242 0.2 -0.4 0.5
C -0.881282 -0.146426 6.732986 0.1 0.4 -0.2
C -1.843472 -0.677564 5.669901 -0.5 -0.3 0.6
Si -2.818824 -2.156400 6.301116 0.0 -0.2 0.9
I -3.052046 -2.037909 8.772705 -0.1 0.0 -0.1
P -1.656825 -3.997112 5.695366 0.1 0.1 -1.2
N -2.452256 -5.321004 6.440607 0.3 0.3 0.8
O -0.186354 -3.928760 6.456715 -0.5 0.1 0.6
H 3.253448 -3.049679 8.312743 0.0 0.1 0.1
H 1.559343 -2.713591 7.945042 0.0 0.0 0.1
H 2.761320 -1.406665 7.885514 0.1 0.0 0.0
H 2.504133 -3.860570 6.115864 0.0 0.0 -0.2
H 3.942287 -2.864932 6.021549 0.0 0.3 -0.1
H 2.887705 -3.423771 3.858333 0.1 0.1 0.2
H 2.570340 -1.828052 3.203251 0.2 0.0 0.1
H 0.717177 -2.892106 2.267476 0.1 -0.2 0.0
H 0.054573 -2.458811 3.842606 -0.1 0.1 -0.2
H 0.613489 -4.083624 3.616853 0.0 -0.1 -0.2
H -0.183596 1.829955 6.076747 -0.1 -0.1 -0.2
H 0.979865 0.872543 6.973948 0.0 0.2 0.0
H -0.385027 -0.934212 7.305720 -0.1 -0.2 -0.1
H -1.484389 0.407598 7.455213 0.1 -0.1 0.2
H -2.575601 0.095848 5.427293 0.2 0.1 -0.3
H -1.333853 -1.022845 4.768357 0.0 0.2 -0.1
H -4.197806 -2.261503 5.776412 0.1 0.0 -0.2
H -3.235456 -5.614080 5.871526 0.1 -0.2 -0.1
H -1.822996 -6.094263 6.615557 -0.1 -0.1 0.0
H 0.229975 -3.089060 6.189352 0.2 -0.2 -0.1
C -5.088440 5.315061 -0.375017 0.2 0.0 0.0
C -4.948827 4.037529 0.429092 -0.3 0.2 0.1
O -3.736416 3.326866 0.130688 -0.1 0.6 0.0
P -2.354182 3.832775 0.725702 0.5 -3.8 -1.0
O -2.301081 3.834461 2.190748 0.0 1.8 0.1
O -1.433139 2.615493 0.203760 0.0 0.3 -0.1
C -0.555261 1.917485 1.085096 0.1 -0.2 0.2
C -1.170461 0.641820 1.609298 -0.2 -0.2 -0.1
O -1.907494 4.909390 -0.339793 -0.2 1.2 1.0
C -0.789682 5.783157 -0.039974 0.2 0.2 0.0
C 0.548950 5.087854 -0.172580 0.0 -0.2 0.1
H -4.344762 6.055274 -0.077909 0.0 0.0 0.0
H -6.077429 5.748759 -0.224896 0.0 0.0 0.0
H -4.945488 5.115977 -1.437098 -0.1 0.0 0.0
H -4.998115 4.243419 1.501252 0.1 0.0 0.0
H -5.761218 3.353478 0.189541 0.1 -0.1 0.0
H -0.250992 2.561255 1.913370 -0.1 0.0 0.0
H 0.336764 1.688100 0.500517 -0.1 0.0 -0.1
H -2.151837 0.831254 2.047084 0.1 0.1 0.1
H -0.520493 0.203599 2.368146 0.0 0.0 0.0
H -1.308245 -0.086422 0.807555 0.0 0.0 0.0
H -0.909970 6.201871 0.961033 -0.1 0.0 0.0
H -0.864458 6.603861 -0.750259 -0.1 -0.1 -0.1
H 0.735100 4.417832 0.668103 0.0 0.0 0.0
H 1.351092 5.825556 -0.190194 0.0 0.0 0.0
H 0.588079 4.493761 -1.084008 0.0 0.1 -0.1
C -4.047934 -1.312218 -3.066853 0.0 -0.2 0.0
C -3.547189 -1.107164 -1.650670 0.0 0.3 -0.2
O -3.796169 -2.252029 -0.814039 0.1 0.0 -0.6
P -2.869163 -3.531061 -0.940916 -1.9 -0.3 3.4
O -1.461776 -3.274282 -0.616938 0.5 -0.2 -1.8
O -3.493307 -4.408283 0.258227 0.0 0.0 -0.3
C -2.672205 -4.984865 1.272945 0.1 -0.1 0.3
C -2.665815 -4.141324 2.526807 -0.1 0.0 0.0
O -3.558937 -4.306004 -2.136846 1.2 0.3 -1.0
C -2.906693 -5.447823 -2.735840 0.0 -0.2 -0.1
C -3.024287 -6.693709 -1.882044 0.1 0.1 0.2
H -3.466789 -2.079250 -3.580602 0.0 0.0 0.0
H -3.969968 -0.387972 -3.640725 0.0 0.0 0.1
H -5.087533 -1.639400 -3.066169 0.0 0.1 0.0
H -2.479992 -0.871758 -1.643258 0.0 -0.1 0.1
H -4.066693 -0.271934 -1.184601 0.0 -0.1 0.1
H -1.656903 -5.142232 0.905491 0.0 0.1 -0.1
H -3.098595 -5.967645 1.487924 0.0 0.0 -0.1
H -2.413128 -3.103536 2.298105 0.1 0.0 0.0
H -1.952287 -4.504559 3.276774 -0.2 0.0 -0.5
H -3.658924 -4.141436 2.985885 0.0 0.0 0.0
H -1.860246 -5.211716 -2.939846 0.0 0.1 0.0
H -3.401958 -5.598537 -3.693147 -0.1 0.1 0.0
H -2.356063 -6.652222 -1.021535 0.0 0.0 0.0
H -2.755407 -7.572185 -2.469265 0.0 0.0 0.0
H -4.040744 -6.807460 -1.507182 0.0 0.0 -0.1
C 3.455214 2.090358 2.589211 0.2 0.0 0.0
C 3.245206 2.029316 1.091598 -0.2 -0.2 0.2
O 4.180170 2.843992 0.361145 0.1 -0.3 0.5
P 5.669341 2.341261 0.155576 -0.7 2.8 -2.7
O 5.771530 1.082636 -0.589223 0.6 -0.9 1.5
O 6.185300 3.523836 -0.816194 0.1 -0.1 0.3
C 6.834147 3.238844 -2.054515 0.0 0.0 -0.3
C 5.863246 3.331218 -3.212853 -0.1 0.1 0.0
O 6.361149 2.848102 1.483455 0.2 -1.5 0.5
C 7.700406 2.418429 1.817699 0.2 0.0 0.1
C 8.757276 3.143355 1.010128 -0.1 0.0 -0.2
H 4.397633 1.620168 2.874780 0.0 0.0 0.0
H 2.651679 1.577029 3.125869 0.1 0.1 -0.2
H 3.492641 3.126600 2.927780 -0.1 0.0 0.0
H 3.300915 0.998645 0.729866 0.0 0.0 -0.1
H 2.260975 2.413422 0.835465 0.1 0.1 -0.1
H 7.311345 2.258645 -2.026006 -0.1 -0.1 0.1
H 7.623799 3.984835 -2.167399 0.0 0.0 0.1
H 4.980500 2.719567 -3.026518 0.1 -0.1 0.0
H 6.335141 2.997201 -4.137967 0.0 0.0 0.0
H 5.528021 4.360530 -3.347708 0.0 0.0 0.0
H 7.784586 1.337377 1.690848 -0.1 0.0 0.0
H 7.820493 2.634491 2.877392 -0.1 0.1 0.0
H 8.799702 2.773816 -0.014840 0.0 0.0 0.0
H 9.738262 2.988054 1.459836 0.0 0.0 0.0
H 8.544183 4.210877 0.968936 0.0 0.0 0.1
C -0.493233 1.026846 -4.561954 0.0 -0.1 0.0
C -1.453535 1.874168 -5.377695 0.0 0.0 0.2
O -1.184858 1.782402 -6.781083 0.1 -0.3 -0.1
P -1.668280 0.451413 -7.571351 1.3 5.3 -1.4
O -3.140311 0.519558 -7.473425 0.0 -2.8 0.8
O -1.295752 0.817863 -9.093583 0.0 -0.6 0.1
C -2.265603 0.712821 -10.140603 -0.2 0.2 -0.2
C -2.880680 2.061194 -10.447436 0.1 0.1 0.0
O -0.304964 -0.328104 -7.259534 -1.4 -1.9 0.6
C -0.159672 -1.739090 -7.555753 0.2 -0.2 -0.1
C 0.062350 -2.002795 -9.031961 -0.2 0.1 -0.1
H -0.656758 -0.035600 -4.748067 0.0 0.0 0.1
H -0.621199 1.203167 -3.492900 -0.1 0.1 0.0
H 0.537637 1.251949 -4.834579 0.0 0.0 0.0
H -2.491698 1.589946 -5.182100 0.0 0.0 -0.1
H -1.348966 2.924991 -5.111118 0.0 0.0 -0.1
H -3.035305 -0.016179 -9.885605 0.0 0.1 0.1
H -1.733854 0.334882 -11.016031 0.1 0.0 0.1
H -3.259982 2.528349 -9.539167 -0.1 -0.1 0.0
H -3.700134 1.955643 -11.159563 0.0 0.0 0.0
H -2.134027 2.731259 -10.875441 0.0 0.0 0.0
H -1.029457 -2.287691 -7.187799 0.0 0.0 0.0
H 0.702409 -2.070353 -6.980139 0.0 0.1 0.1
H -0.860319 -1.890154 -9.602416 0.0 0.0 0.0
H 0.419476 -3.022701 -9.177397 0.0 0.0 0.0
H 0.790684 -1.303935 -9.440639 0.1 0.0 0.0
```
Positions in Å, forces in eV/Å.

As for the SMILES: CCN(CC)C(=S)SCCC[Si@H](I)P(N)O.CCOP(=O)(OCC)OCC.CCOP(=O)(OCC)OCC.CCOP(=O)(OCC)OCC.CCOP(=O)(OCC)OCC. The total charge is 0. The value obtained for the frontier orbital gap is 6.86 eV. As for the HOMO energy: -7.32 eV. As for the spin multiplicity: 1. As for the LUMO energy: -0.46 eV.